1.
This record from the OMol25 dataset describes a molecular structure, C36H38N3O2PPbS6. The level of theory is the ωB97M-V functional and the def2-TZVPD basis.

## Properties
* HOMO-LUMO gap (spin up / spin down): 5.3 / 4.9 eV
* E_LUMO (spin up / spin down): -2.275 / -2.706 eV
* HOMO level (spin up / spin down): -7.526 / -7.628 eV
* relative energy (zero: lowest compared OMol25 entry of this formula, charge and spin): 56.9 kJ/mol

The geometry in ORCA input format:
```
! wB97M-V def2-TZVPD RIJCOSX def2/J DEFGRID3
* xyz 0 1
Pb 0.640 -1.345 0.511
O 1.897 1.224 5.742
C 1.027 2.111 5.197
C 0.778 3.317 5.850
C -0.080 4.259 5.317
C -0.707 4.011 4.105
C -0.454 2.819 3.457
C 0.398 1.841 3.972
C 0.569 0.589 3.170
O 0.234 0.624 1.955
N 1.036 -0.472 3.812
N 1.124 -1.554 2.998
C 1.756 -2.567 3.452
C 1.902 -3.775 2.645
C 2.573 -4.882 3.157
C 2.684 -6.017 2.376
C 2.115 -6.017 1.112
C 1.469 -4.870 0.681
N 1.368 -3.772 1.420
H 2.254 1.611 6.550
H 1.278 3.511 6.793
H -0.254 5.185 5.849
H -1.381 4.736 3.672
H -0.928 2.611 2.507
H 2.194 -2.535 4.446
H 2.994 -4.839 4.152
H 3.202 -6.890 2.748
H 2.167 -6.882 0.468
H 1.015 -4.827 -0.300
S -2.575 -5.795 -5.012
C -1.848 -4.941 -3.831
S -2.611 -4.544 -2.324
C -1.299 -3.664 -1.581
C -0.133 -3.550 -2.371
S 1.270 -2.693 -2.034
S -0.228 -4.333 -3.931
S -1.615 -3.022 -0.057
S 3.216 -0.727 0.776
C 3.867 -0.324 -0.810
C 5.235 -0.502 -1.025
C 5.800 -0.159 -2.241
C 5.013 0.344 -3.269
C 3.652 0.513 -3.062
C 3.086 0.191 -1.840
H 5.851 -0.908 -0.234
H 6.862 -0.297 -2.390
H 5.457 0.600 -4.220
H 3.023 0.905 -3.851
H 2.026 0.345 -1.686
C 0.159 2.439 -2.504
C -0.455 2.550 -1.097
C 0.699 2.669 -0.100
C -1.276 3.837 -1.045
P -1.388 0.910 -0.802
C -2.079 0.618 -2.480
C -1.597 -0.467 -3.198
C -2.048 -0.741 -4.484
C -2.996 0.078 -5.070
C -3.486 1.172 -4.366
C -3.031 1.439 -3.087
C -2.986 0.954 0.259
C -3.599 2.331 0.497
C -4.030 0.057 -0.424
C -2.705 0.320 1.626
H 0.939 3.197 -2.595
H -0.573 2.602 -3.292
H 0.623 1.467 -2.680
H 1.303 3.534 -0.383
H 1.346 1.792 -0.107
H 0.357 2.809 0.923
H -0.620 4.669 -1.314
H -1.662 4.040 -0.049
H -2.104 3.836 -1.753
H -0.845 -1.096 -2.751
H -1.652 -1.593 -5.022
H -3.354 -0.129 -6.069
H -4.228 1.819 -4.817
H -3.434 2.293 -2.557
H -3.828 2.859 -0.427
H -2.956 2.961 1.109
H -4.536 2.198 1.044
H -4.505 0.536 -1.276
H -4.806 -0.172 0.309
H -3.606 -0.890 -0.761
H -2.033 0.913 2.234
H -2.276 -0.677 1.526
H -3.654 0.218 2.158
*
```

2.
This record from the OMol25 dataset describes a molecular structure, C19H33BiClIN2O2P2. The level of theory is the ωB97M-V functional and the def2-TZVPD basis.

## Properties
* HOMO-LUMO gap (spin up / spin down): 2.5 / 2.8 eV
* E_LUMO (spin up / spin down): -10.040 / -9.833 eV
* HOMO level (spin up / spin down): -12.509 / -12.633 eV

The geometry in ORCA input format:
```
! wB97M-V def2-TZVPD RIJCOSX def2/J DEFGRID3
* xyz 2 1
C 0.415 0.826 -3.651
C 0.768 1.479 -2.333
H 0.383 1.550 -4.498
H -0.572 0.293 -3.557
H 1.105 -0.003 -3.955
O 1.075 2.647 -2.089
I 0.424 0.166 -0.806
Bi -0.659 -3.262 -4.915
P 2.750 -0.806 -2.082
C 3.745 0.261 -1.010
C 3.628 -2.393 -1.763
H 4.708 -2.202 -1.856
H 4.674 -0.341 -3.540
H 3.298 -3.158 -2.473
H 3.216 -0.836 -4.503
H 3.623 -0.021 0.040
H 3.352 -2.723 -0.747
C 3.581 -0.246 -3.645
H 4.792 0.158 -1.282
H 3.285 0.795 -3.797
H 3.471 1.320 -1.084
P -2.531 -0.902 -2.059
C -3.224 0.333 -0.896
C -3.350 -0.417 -3.628
H -3.069 -3.253 -2.058
H -4.523 -2.208 -2.139
H -3.653 -2.420 -0.577
C -3.553 -2.351 -1.666
H -2.996 -1.063 -4.439
H -4.438 -0.520 -3.509
H -4.259 0.579 -1.161
H -2.619 1.247 -0.905
H -3.097 0.628 -3.852
H -3.204 -0.077 0.120
Cl -0.836 -4.932 -6.708
C 0.899 0.987 5.028
N 0.755 1.680 3.742
N -0.209 1.283 2.845
C -0.056 2.058 1.679
O -0.876 2.143 0.736
C 1.278 2.569 1.769
C 1.677 2.405 3.053
C 2.872 2.999 3.744
C -1.186 0.285 3.066
C -2.513 0.571 2.677
C -3.541 -0.343 2.907
C -3.231 -1.626 3.322
C -1.913 -1.950 3.651
C -0.902 -0.995 3.585
H 0.028 1.145 5.659
H 1.762 1.352 5.607
H 1.031 -0.097 4.886
H 1.829 2.960 0.919
H 2.527 3.717 4.491
H 3.437 2.194 4.203
H 3.502 3.541 3.039
H -2.715 1.546 2.213
H -4.575 0.002 2.813
H -4.033 -2.357 3.456
H -1.664 -2.961 4.005
H 0.106 -1.256 3.928
*
```

3.
This record from the OMol25 dataset describes a molecular structure, C17H15AsBrN4RhS4. The level of theory is the ωB97M-V functional and the def2-TZVPD basis.

## Properties
* HOMO-LUMO gap: 4.8 eV
* E_LUMO: -1.804 eV
* HOMO level: -6.560 eV
* relative energy (zero: lowest compared OMol25 entry of this formula, charge and spin): 21.9 kJ/mol

The geometry in ORCA input format:
```
! wB97M-V def2-TZVPD RIJCOSX def2/J DEFGRID3
* xyz 0 1
Rh 1.265 -0.859 0.188
C -0.655 -0.217 5.547
C -1.830 -0.120 4.816
C -1.810 -0.252 3.438
C -0.589 -0.467 2.799
C 0.593 -0.573 3.529
C 0.553 -0.446 4.903
N -0.514 -0.615 1.387
N -1.623 -0.661 0.800
C -1.558 -1.002 -0.549
C -2.752 -1.124 -1.258
C -2.689 -1.614 -2.546
C -1.456 -1.991 -3.070
C -0.320 -1.827 -2.304
N -0.365 -1.310 -1.076
H -0.684 -0.118 6.623
H -2.769 0.052 5.324
H -2.719 -0.184 2.863
H 1.518 -0.767 3.008
H 1.467 -0.534 5.475
H -3.683 -0.862 -0.781
H -3.591 -1.731 -3.130
H -1.372 -2.416 -4.059
H 0.660 -2.116 -2.659
C 0.670 2.002 -4.429
C 0.663 2.187 -2.943
C 0.203 3.349 -2.331
C 0.253 3.452 -0.957
C 0.724 2.371 -0.224
Br 0.927 2.612 1.632
N 1.122 1.227 -0.771
C 1.115 1.179 -2.112
H 0.565 2.956 -4.943
H -0.153 1.360 -4.747
H 1.599 1.539 -4.760
H -0.161 4.177 -2.926
H -0.044 4.353 -0.443
H 1.521 0.270 -2.536
S 1.279 -2.951 1.157
As 3.470 -3.061 1.754
S 3.314 -1.000 -0.869
S 3.380 -0.519 1.082
S 4.473 -3.750 0.102
*
```

4.
This record from the OMol25 dataset describes a molecular structure, C25H23N10O7PS5Ti. The level of theory is the ωB97M-V functional and the def2-TZVPD basis.

## Properties
* HOMO-LUMO gap (spin up / spin down): 6.0 / 6.0 eV
* E_LUMO (spin up / spin down): 1.449 / 1.432 eV
* HOMO level (spin up / spin down): -4.537 / -4.538 eV
* relative energy (zero: lowest compared OMol25 entry of this formula, charge and spin): 174.6 kJ/mol
* expectation value of S²: 0.75

The geometry in ORCA input format:
```
! wB97M-V def2-TZVPD RIJCOSX def2/J DEFGRID3
* xyz -1 2
Ti 0.257 -0.390 0.069
C 5.037 1.681 -1.375
N 3.663 1.778 -0.882
C 3.204 2.708 0.023
C 1.974 2.293 0.411
N 1.681 1.111 -0.237
C 2.731 0.819 -0.988
P 2.826 -0.539 -2.210
C 1.094 -0.358 -2.756
N 0.086 -0.170 -1.937
C -1.043 0.000 -2.697
C -0.692 -0.071 -4.007
N 0.660 -0.295 -4.030
C 1.485 -0.440 -5.230
C 2.544 -1.927 -1.066
N 1.482 -1.997 -0.291
C 1.572 -3.172 0.423
C 2.706 -3.812 0.047
N 3.306 -3.024 -0.913
C 4.647 -3.223 -1.462
H 5.528 2.636 -1.233
H 5.569 0.912 -0.816
H 5.047 1.428 -2.430
H 3.790 3.569 0.317
H 1.261 2.756 1.076
H -2.014 0.143 -2.250
H -1.278 0.014 -4.911
H 0.837 -0.469 -6.097
H 2.173 0.393 -5.333
H 2.058 -1.361 -5.191
H 0.812 -3.451 1.130
H 3.141 -4.744 0.375
H 4.866 -4.284 -1.497
H 4.701 -2.813 -2.466
H 5.379 -2.719 -0.830
O 4.113 -0.978 5.342
C 2.974 -0.322 5.333
O 2.592 0.293 6.309
C 2.109 -0.361 4.105
C 0.798 0.043 4.198
N 0.269 -0.026 3.002
N 1.137 -0.438 2.050
C 2.311 -0.636 2.721
C 3.635 -1.080 2.083
O 4.303 -1.933 2.730
O 3.953 -0.599 0.977
H 4.256 -1.447 4.461
H 0.236 0.350 5.069
H -0.662 0.241 2.724
S -4.974 3.559 -2.406
C -4.154 3.137 -1.005
S -2.500 3.526 -0.688
C -2.522 2.734 0.904
N -3.681 2.192 1.124
N -4.578 2.422 0.064
C -5.859 1.776 0.214
C -5.864 0.448 0.621
C -7.074 -0.203 0.814
C -8.273 0.470 0.604
C -8.254 1.801 0.204
C -7.046 2.461 0.009
S -1.140 2.729 1.905
H -4.918 -0.060 0.781
H -7.080 -1.240 1.131
H -9.220 -0.038 0.757
H -9.186 2.334 0.051
H -7.024 3.496 -0.295
O -1.140 -2.042 -0.471
S -2.050 -1.540 0.606
O -3.417 -1.404 0.205
O -1.410 -0.104 0.770
S -1.756 -2.546 2.258
*
```

| no. | F_max (eV/Å) |
| --- | --- |
| 1 | 0.62 |
| 2 | 4.55 |
| 3 | 0.81 |
| 4 | 2.02 |